Density functional theory data (the ωB97M-V functional and the def2-TZVPD basis) for a structure of composition C15H34Cl2CrN4O7S.

```
! RIJCOSX wB97M-V def2-TZVPD def2/J DEFGRID3
* xyz 1 2
Cr -0.14694 0.83043 0.62787
C 2.77352 -1.17886 4.48097
N 2.69762 -0.79426 3.07142
C 3.79454 0.03188 2.56716
C 1.55602 -0.82881 2.41455
O 1.44125 -0.31249 1.27216
C 0.37225 -1.54349 3.04542
O -0.68677 -1.74140 2.13431
C -0.42518 -2.69291 1.14004
C -0.07519 -2.01448 -0.17854
O -0.50586 -0.84640 -0.38236
N 0.62746 -2.65467 -1.08875
C 1.05834 -1.98003 -2.31459
C 1.06282 -4.04428 -0.98566
H 3.81734 -1.16936 4.77981
H 2.22575 -0.46374 5.09674
H 2.38789 -2.18285 4.64322
H 4.73845 -0.45291 2.80705
H 3.70193 0.14280 1.49296
H 3.74937 1.01506 3.03694
H 0.69221 -2.50178 3.46464
H -0.01213 -0.92071 3.85214
H 0.36283 -3.37746 1.45616
H -1.33504 -3.27923 0.97857
H 0.46083 -1.08881 -2.47767
H 2.11486 -1.72311 -2.22498
H 0.93225 -2.66326 -3.15255
H 0.83741 -4.47908 -0.02005
H 0.56448 -4.63408 -1.75485
H 2.13840 -4.09371 -1.15240
C -0.98141 1.40486 -4.22623
N -1.28312 0.34126 -3.27425
C -1.57926 -0.88258 -4.00702
C -2.44205 0.66855 -2.45191
C -2.27916 1.84362 -1.49287
N -2.01612 1.56711 -0.04397
C -3.05116 0.64833 0.50156
C -2.22382 2.88500 0.63348
H -1.82820 1.60397 -4.90095
H -0.12232 1.11454 -4.83110
H -0.72378 2.33075 -3.71472
H -2.48891 -0.78926 -4.61970
H -1.72351 -1.71107 -3.30947
H -0.75153 -1.12584 -4.67296
H -2.73147 -0.22874 -1.90381
H -3.29337 0.91037 -3.10977
H -3.21724 2.40447 -1.51423
H -1.50098 2.52340 -1.83588
H -4.04469 0.99557 0.20624
H -2.97650 0.64384 1.58573
H -2.89852 -0.36421 0.13833
H -3.22871 3.24573 0.40261
H -1.49301 3.60543 0.27134
H -2.12661 2.78505 1.70957
O 1.28896 1.63117 3.64180
S 0.15565 2.07567 2.87939
O -0.77477 0.92342 2.54287
O 0.62425 2.30118 1.36699
O -0.52696 3.24361 3.32265
Cl 1.23615 1.45445 -1.43747
C 2.01146 3.04723 -1.12153
Cl 0.94387 4.37206 -1.55591
H 2.89668 3.08217 -1.74380
H 2.22948 3.09087 -0.06474
*
```

For the gap between HOMO and LUMO (spin up / spin down), the calculation gives 7.9 / 8.5 eV. For the HOMO energy (spin up / spin down), the calculation gives -11.61 / -11.61 eV. Its energy relative to the best compared isomer or geometry (same formula, charge and spin) is 0.0 kJ/mol. The LUMO energy (spin up / spin down) comes out at -3.752 / -3.147 eV.

=====

Density functional theory data (the ωB97M-V functional and the def2-TZVPD basis) for a structure of composition C3HLiO4Ru.

```
! RIJCOSX wB97M-V def2-TZVPD def2/J DEFGRID3
* xyz 2 7
O 2.42508 -0.31779 0.13286
C 1.22476 -0.19034 0.09001
O 0.46062 0.79637 0.15078
Ru 4.19194 0.55006 0.28709
O 0.14761 -1.55133 -0.18289
C -1.12818 -1.02430 -0.31550
C -1.27586 0.25163 -0.09944
O -2.07519 1.21756 -0.14097
Li -2.96783 2.57336 0.50633
H -1.00295 -2.30523 -0.42827
*
```

For the gap between HOMO and LUMO (spin up / spin down), the calculation gives 6.2 / 6.8 eV. For the HOMO energy (spin up / spin down), the calculation gives -14.67 / -17.75 eV. The LUMO energy (spin up / spin down) comes out at -8.460 / -10.912 eV.

=====

Density functional theory data (the ωB97M-V functional and the def2-TZVPD basis) for a cluster of 2 separate species, C13H23BBr2O10S in total.

```
! RIJCOSX wB97M-V def2-TZVPD def2/J DEFGRID3
* xyz 0 1
C 1.14916 0.27321 1.52666
B 0.01739 -0.65874 0.99839
O -0.24917 -1.84553 1.65677
C -0.75099 -0.41761 -0.41865
O 0.33893 -0.00335 -1.28896
S -0.13496 0.89328 -2.51103
O -0.01156 0.19563 -3.74195
O 0.49259 2.16418 -2.36800
O -1.64245 0.94691 -2.09422
C -1.88675 0.62473 -0.66245
O -3.17496 0.19738 -0.62041
C -3.51951 -1.16859 -0.86859
C -3.33850 -2.07898 0.34470
C -2.85612 -3.47867 -0.02837
O -4.61307 -2.19159 0.99371
C -1.79934 1.94423 0.15252
Br -2.38306 3.44905 -0.95038
C -2.69368 1.96888 1.38762
C -2.78881 3.32012 2.09515
Br -2.04141 0.64563 2.68090
H 0.96785 1.34309 1.41624
H 2.07036 0.04836 0.97756
H 1.32812 0.05996 2.58129
H -0.29004 -2.61346 1.07508
H -1.07209 -1.39366 -0.79206
H -3.01927 -1.54650 -1.76385
H -4.58416 -1.12555 -1.09069
H -2.66233 -1.60591 1.05769
H -3.71494 -4.08204 -0.31915
H -2.14171 -3.45605 -0.85506
H -2.37526 -3.95046 0.82943
H -4.51816 -1.94927 1.91920
H -0.75761 2.15327 0.38546
H -3.68330 1.62433 1.10344
H -2.97542 3.15842 3.15559
H -1.85873 3.88148 2.01033
H -3.61965 3.89388 1.69294
C 3.66012 0.47023 -1.70528
C 4.94110 0.56266 -0.92132
C 5.90676 -0.59275 -1.10331
O 6.55898 -0.65652 0.16893
C 5.71747 -0.14096 1.09796
O 5.86924 -0.22435 2.27147
O 4.67613 0.47822 0.49350
H 3.05349 1.36486 -1.56871
H 3.86740 0.35650 -2.76996
H 3.07127 -0.38245 -1.36492
H 5.44597 1.51518 -1.10358
H 6.64298 -0.43460 -1.88651
H 5.38168 -1.53610 -1.27515
*
```

The SMILES is CB(O)[C@@H]1OS(=O)(=O)O[C@]1(OC[C@H](C)O)[C@@H](Br)[C@H](C)Br.C[C@@H]1COC(=O)O1. For the gap between HOMO and LUMO, the calculation gives 10.6 eV. For the HOMO energy, the calculation gives -10.47 eV. The LUMO energy comes out at 0.116 eV.

=====

Density functional theory data (the ωB97M-V functional and the def2-TZVPD basis) for a cluster of 2 separate species, C16H29N3O3 in total.

```
! RIJCOSX wB97M-V def2-TZVPD def2/J DEFGRID3
* xyz 0 1
C -0.81284 1.64414 1.12522
C -1.14189 1.71600 -0.35873
C -0.21661 0.81106 -1.18180
C 0.30788 1.41588 -2.50242
N -0.16461 0.64875 -3.65592
O 0.92907 0.16463 -4.46334
C 0.71778 -1.17067 -4.59681
O 0.91654 -1.76282 -5.59331
C 0.30470 -1.80118 -3.29447
C -0.91542 -2.42039 -3.10109
C -1.21259 -2.92039 -1.84185
N -2.42266 -3.54621 -1.55787
N -0.31323 -2.80004 -0.84339
C 0.89197 -2.20597 -0.99523
C 1.82909 -2.04981 0.15903
C 1.57162 -2.96504 1.35779
C 2.38240 -2.44380 2.56339
C 1.57016 -1.47575 3.42268
C 1.21120 -1.70566 -2.23877
H -1.57601 2.11429 1.74332
H -0.74664 0.61009 1.47205
H 0.09640 2.18768 1.36521
H -1.11279 2.75834 -0.66819
H -2.17381 1.37672 -0.46160
H 0.62119 0.56281 -0.53086
H -0.76739 -0.09758 -1.41988
H -0.09931 2.42187 -2.57116
H 1.38883 1.50555 -2.48358
H -0.71321 1.20736 -4.29650
H -1.62331 -2.48805 -3.90995
H -3.07071 -3.38264 -2.31746
H -2.84831 -3.12546 -0.73397
H -0.57744 -3.16948 0.06346
H 1.81877 -1.01004 0.48875
H 2.83413 -2.24458 -0.20680
H 1.83928 -3.99634 1.14848
H 0.51389 -2.89581 1.62915
H 2.83650 -3.24937 3.13081
H 3.21031 -1.87111 2.14106
H 0.89579 -2.03871 4.06150
H 2.22434 -0.86547 4.03678
H 1.00988 -0.78703 2.79402
H 2.15021 -1.19525 -2.38180
C -2.05848 5.51428 3.26744
C -0.82226 4.59522 3.12068
O -0.98156 3.42039 3.74614
H -2.25118 5.73562 4.31931
H -1.90686 6.47437 2.74407
H -2.94712 5.04012 2.84147
H 0.04558 5.22089 3.46606
H -0.64128 4.53860 1.99889
*
```

For the gap between HOMO and LUMO, the calculation gives 2.2 eV. For the HOMO energy, the calculation gives -4.32 eV. The LUMO energy comes out at -2.085 eV.